(1)
This record from OMol25 describes a structure of composition C13H30IOP2SiTc at a distorted geometry. The level of theory is ωB97M-V/def2-TZVPD.

The energy relative to the best compared isomer or geometry (same formula, charge and spin) comes out at 9.0 kcal per mole. As for the multiplicity: 4. The total charge is +3. The frontier orbital gap (spin up / spin down) is 5.6769 / 4.6855 eV. For the HOMO energy (spin up / spin down), the calculation gives -19.20 / -18.90 eV. The LUMO energy (spin up / spin down) comes out at -13.52 / -14.21 eV. As for the total energy: -1938.0210 Ha.

Atoms and positions in Å:
C: 1.1257 0.0736 -2.9335
I: -3.6662 -1.1447 -2.1713
H: 2.0287 0.3228 -2.3538
H: 1.0668 0.8621 -3.6994
H: 1.3520 -0.8560 -3.4785
Tc: -0.5974 -0.1692 -1.7017
P: -0.0367 2.3004 -1.5807
C: -1.5234 3.3159 -1.8292
C: 0.6118 2.8435 0.0333
H: 0.2835 3.8677 0.2354
H: 1.0003 4.2441 -2.6070
H: 1.7055 2.7994 0.0150
H: 2.1807 2.9325 -2.3563
H: -2.3093 3.0434 -1.1240
H: 0.2621 2.1692 0.8190
C: 1.1542 3.1590 -2.6690
H: -1.2394 4.3630 -1.6931
H: 1.0342 2.8529 -3.7118
H: -1.8862 3.1661 -2.8486
P: 0.0060 -2.3944 -1.3267
C: -1.3825 -3.5682 -1.1386
C: 0.9796 -3.1872 -2.6802
H: 2.0987 -2.7285 -0.1577
H: 0.8722 -3.9584 0.3089
H: 0.7937 -2.2877 0.9567
C: 1.0462 -2.8997 0.0868
H: 2.0328 -2.8884 -2.5906
H: 0.9010 -4.2810 -2.5982
H: -0.9988 -4.5234 -0.7513
H: -1.8830 -3.6936 -2.1071
H: 0.5951 -2.8727 -3.6575
H: -2.0995 -3.1293 -0.4363
C: -2.0979 0.5057 -0.6001
O: -2.8287 0.9779 0.1925
C: 1.5069 -0.8032 3.9736
Si: -0.0145 0.0481 3.2518
C: -1.5977 -0.8077 3.7875
C: -0.0667 1.8420 3.7841
C: 0.1455 -0.0834 1.4184
C: 0.0200 -0.1490 0.1584
H: 1.5495 -0.6612 5.0661
H: 2.4150 -0.3746 3.5183
H: 1.4725 -1.8830 3.7570
H: -1.8335 -0.5767 4.8355
H: -2.4379 -0.4746 3.1606
H: -1.5051 -1.8980 3.6909
H: 0.8139 2.4024 3.4425
H: -0.9738 2.3504 3.4278
H: -0.0760 1.8515 4.8819

Cartesian forces (eV/Å) of the 2 atoms listed first:
C 1.2035 0.2891 -0.2570
I 0.9149 -0.0567 -0.2194

=====

(2)
This record from OMol25 describes a structure of composition C31H29N3NiO4S5Si. The level of theory is ωB97M-V/def2-TZVPD.

The energy relative to the best compared isomer or geometry (same formula, charge and spin) comes out at 1.9 kcal per mole. As for the multiplicity: 3. The total charge is -2. The frontier orbital gap (spin up / spin down) is 5.9477 / 5.9208 eV. For the HOMO energy (spin up / spin down), the calculation gives -2.13 / -2.11 eV. The LUMO energy (spin up / spin down) comes out at 3.81 / 3.81 eV. As for the total energy: -5452.8907 Ha.

Atoms and positions in Å:
Ni: 0.1050 0.6745 -0.2978
N: 0.1856 -1.4220 -0.9057
C: -0.0279 -2.4921 -0.5520
C: -0.3073 -3.7963 -0.0219
C: -0.8070 -4.7976 -0.8473
C: -1.0911 -6.0414 -0.3097
C: -0.8793 -6.2815 1.0410
C: -0.3779 -5.2783 1.8597
C: -0.0888 -4.0310 1.3324
H: -0.9795 -4.5892 -1.8924
H: -1.4892 -6.8206 -0.9461
H: -1.1086 -7.2536 1.4582
H: -0.2155 -5.4629 2.9129
H: 0.3035 -3.2360 1.9525
O: 4.0252 1.3000 -0.0073
S: 2.8323 0.5202 -0.2775
O: 3.0941 -0.8905 -0.5342
O: 1.7948 0.6573 0.8282
S: 1.7586 1.3295 -1.8417
C: -2.1077 -1.2872 2.9266
C: -3.1799 -0.2896 2.4759
C: -2.7769 1.1173 2.9354
C: -4.5161 -0.6378 3.1307
Si: -3.1718 -0.2338 0.5738
O: -1.7545 0.1918 0.0277
C: -3.6056 -1.9264 -0.2096
C: -4.2861 -3.0059 0.3519
C: -4.5522 -4.1638 -0.3720
C: -4.1503 -4.2645 -1.6936
C: -3.4700 -3.2048 -2.2789
C: -3.1953 -2.0631 -1.5424
C: -4.5691 0.9023 -0.0074
C: -5.9160 0.5449 0.0850
C: -6.9220 1.3870 -0.3655
C: -6.5939 2.6119 -0.9312
C: -5.2624 2.9809 -1.0440
C: -4.2604 2.1335 -0.5876
H: -1.9889 -1.2532 4.0172
H: -1.1416 -1.0507 2.4770
H: -2.3683 -2.3126 2.6502
H: -2.7148 1.1442 4.0308
H: -3.5044 1.8680 2.6210
H: -1.8095 1.4183 2.5316
H: -4.4171 -0.5633 4.2211
H: -4.8517 -1.6505 2.9094
H: -5.3051 0.0517 2.8272
H: -4.6165 -2.9610 1.3811
H: -5.0747 -4.9881 0.1009
H: -4.3586 -5.1635 -2.2622
H: -3.1450 -3.2716 -3.3108
H: -2.6418 -1.2527 -1.9981
H: -6.1888 -0.4188 0.5008
H: -7.9611 1.0873 -0.2816
H: -7.3755 3.2736 -1.2881
H: -4.9967 3.9331 -1.4863
H: -3.2222 2.4321 -0.6641
S: 1.4367 7.7739 -2.2041
C: 1.1925 6.3258 -1.3764
S: -0.3900 5.7258 -1.0241
C: 0.2862 4.2695 -0.3113
N: 1.5773 4.2792 -0.3240
N: 2.0701 5.4190 -0.9264
C: 3.4929 5.4257 -1.0227
C: 4.2116 6.6085 -1.1187
C: 5.5969 6.5561 -1.1862
C: 6.2635 5.3417 -1.1505
C: 5.5304 4.1658 -1.0363
C: 4.1498 4.1963 -0.9706
S: -0.7229 3.0303 0.2930
H: 3.6943 7.5550 -1.1420
H: 6.1531 7.4831 -1.2615
H: 7.3448 5.3098 -1.2024
H: 6.0265 3.2061 -0.9861
H: 3.5819 3.2819 -0.8606

Cartesian forces (eV/Å) of the 2 atoms listed first:
Ni -0.2039 0.8670 -0.1109
N -0.0636 -0.4977 0.2438

=====

(3)
This record from OMol25 describes a structure of composition C20H21FeN2 at a distorted geometry. The level of theory is ωB97M-V/def2-TZVPD.

The energy relative to the best compared isomer or geometry (same formula, charge and spin) comes out at 36.0 kcal per mole. As for the multiplicity: 5. The total charge is -1. The frontier orbital gap (spin up / spin down) is 2.6204 / 7.6241 eV. For the HOMO energy (spin up / spin down), the calculation gives 0.24 / -4.97 eV. The LUMO energy (spin up / spin down) comes out at 2.86 / 2.65 eV. As for the total energy: -2147.6571 Ha.

Atoms and positions in Å:
C: -1.3212 -3.0148 0.8465
C: -1.3320 -1.5425 0.5628
C: -0.9901 -1.0919 -0.7203
C: -0.9957 0.2796 -0.9508
C: -1.2942 1.1911 0.0459
C: -1.6811 0.7693 1.3078
C: -1.6869 -0.6116 1.5578
N: -1.2216 2.4584 -0.5580
C: -0.9044 2.3110 -1.8604
N: -0.7929 1.0079 -2.1193
H: -1.6672 -3.2278 1.8633
H: -1.9708 -3.5491 0.1411
H: -0.3157 -3.4442 0.7349
H: -0.7133 -1.7689 -1.5318
H: -1.9847 1.5028 2.0542
H: -1.9788 -0.9986 2.5377
H: -1.3941 3.3461 -0.0954
H: -0.7492 3.1225 -2.5636
C: -1.5200 -1.1283 -4.3516
C: -0.5634 -0.1204 -4.3624
C: 0.9040 -0.4972 -4.4532
C: 1.5654 -1.0467 -5.6271
C: 2.9831 -1.1643 -5.3464
C: 3.2057 -0.7296 -3.9757
C: 1.9224 -0.3394 -3.4217
Fe: 2.3527 0.6857 -5.0605
C: 1.5429 2.4964 -5.0199
C: 1.6494 1.9810 -6.3758
C: 3.0458 1.6581 -6.6249
C: 3.8000 1.9789 -5.4226
C: 2.8699 2.4929 -4.4326
H: -2.5689 -0.8875 -4.5018
H: -1.2185 -2.1651 -4.2318
H: -0.6229 0.5335 -3.0504
H: -0.8069 0.8479 -4.8553
H: 1.0323 -1.3559 -6.5224
H: 3.7270 -1.6037 -6.0076
H: 4.1459 -0.7758 -3.4317
H: 1.7285 -0.0389 -2.3944
H: 0.6545 2.9288 -4.5650
H: 0.8399 1.9289 -7.1024
H: 3.4626 1.3262 -7.5736
H: 4.8835 1.9335 -5.3147
H: 3.1277 2.9010 -3.4564

Cartesian forces (eV/Å) of the 2 atoms listed first:
C -0.0034 -0.4083 0.0263
C 0.3222 0.5429 -0.6650